[1]
{
  "formula": "H5N3Si",
  "method": "ωB97M-V with the def2-TZVPD basis set",
  "total_charge": 0,
  "lumo_ha": [-0.014, -0.014],
  "e_above_lowest_ev": 2.851,
  "homo_lumo_gap_ev": [8.04, 8.05],
  "smiles": "N/N=N/[SiH3]",
  "species": ["N", "N", "N", "Si", "H", "H", "H", "H", "H"],
  "coordinates": [[-1.613, -1.420, -0.158], [-1.346, -0.236, 0.150], [0.201, -0.011, -0.566], [1.189, 1.196, 0.132], [-0.803, -1.964, -0.589], [-2.527, -1.876, 0.160], [1.586, 2.254, -0.747], [0.956, 1.915, 1.325], [2.357, 0.144, 0.294]]
}

=====

[2]
{
  "formula": "H5N4O",
  "method": "ωB97M-V with the def2-TZVPD basis set",
  "total_charge": -1,
  "lumo_ha": 0.201,
  "e_above_lowest_ev": 2.360,
  "homo_lumo_gap_ev": 7.31,
  "species": ["N", "N", "N", "N", "O", "H", "H", "H", "H", "H"],
  "coordinates": [[0.318, 1.403, -1.023], [0.059, -1.552, 0.773], [0.429, 0.020, -0.874], [0.341, -0.195, 0.467], [-0.428, 0.572, 1.262], [1.283, 1.695, -0.828], [-0.324, 1.626, -0.217], [-0.219, -1.465, 1.793], [-0.790, -1.868, 0.137], [-0.669, -0.236, -1.491]]
}